Entry 1:
C4H6O | ωB97M-V with the def2-TZVPD basis set

DFT total energy, a.u.: -231.08404
LUMO level, eV: 1.015

```
11
C4H6O, DFT ωB97M-V with the def2-TZVPD basis set
O -0.526 -2.443 -0.601
C -0.414 -1.152 -0.780
C 0.079 -0.354 0.343
C 0.903 0.879 0.007
C -0.486 1.050 0.492
H -0.816 -1.968 -1.634
H 0.325 -0.911 1.249
H 1.727 1.101 0.680
H 1.107 1.058 -1.044
H -0.651 1.392 1.510
H -1.248 1.348 -0.222
```


Entry 2:
C4H6O | ωB97M-V with the def2-TZVPD basis set

DFT total energy, a.u.: -231.15928
LUMO level, eV: 1.197

```
11
C4H6O, DFT ωB97M-V with the def2-TZVPD basis set
C -1.178 -0.470 -0.161
C -0.013 -0.104 0.746
C 1.284 -0.193 -0.024
O 0.688 0.465 -1.168
C -0.457 0.807 -0.356
H -2.177 -0.496 0.265
H -0.989 -1.153 -0.982
H -0.090 0.013 1.820
H 1.732 -1.181 -0.202
H 2.041 0.485 0.381
H -0.840 1.826 -0.318
```


Entry 3:
C4H6O | ωB97M-V with the def2-TZVPD basis set

DFT total energy, a.u.: -230.98472
LUMO level, eV: 0.331

```
11
C4H6O, DFT ωB97M-V with the def2-TZVPD basis set
C -0.327 -0.213 0.740
C -1.057 0.692 -0.227
C -1.258 -0.738 -0.286
C 1.909 0.123 0.010
O -2.296 0.106 0.024
H -0.516 -0.380 1.808
H -0.895 1.330 -0.965
H -1.463 -1.467 -1.089
H 2.498 0.494 0.865
H 1.464 0.884 -0.557
H 1.941 -0.831 -0.322
```


Entry 4:
C4H6O | ωB97M-V with the def2-TZVPD basis set

DFT total energy, a.u.: -231.07601
LUMO level, eV: 0.917

```
11
C4H6O, DFT ωB97M-V with the def2-TZVPD basis set
C -0.598 0.685 -0.076
C -0.731 -0.850 -0.075
C 0.782 -1.176 0.125
O 1.362 -0.340 -0.875
C 0.914 0.591 0.059
H -1.070 1.137 0.800
H -0.920 1.221 -0.974
H -1.357 -1.244 0.729
H -1.054 -1.283 -1.027
H 1.047 -0.136 1.064
H 1.626 1.394 0.251
```


Entry 5:
C4H6O | ωB97M-V with the def2-TZVPD basis set

DFT total energy, a.u.: -231.13591
SMILES: C=CCC=O
LUMO level, eV: 0.509

```
11
C4H6O, DFT ωB97M-V with the def2-TZVPD basis set
C -1.902 -0.328 -0.334
C -0.769 0.529 -0.038
C 0.493 -0.159 0.465
C 1.786 0.299 -0.139
O 2.894 -0.327 -0.338
H -2.896 0.163 -0.493
H -1.868 -1.623 -0.449
H -0.576 1.590 -0.194
H 0.509 -0.115 1.602
H 0.528 -1.369 0.270
H 1.801 1.340 -0.352
```


Entry 6:
C4H6O2 | ωB97M-V with the def2-TZVPD basis set

DFT total energy, a.u.: -306.48468
SMILES: CC(=O)C(C)=O
LUMO level, eV: -0.105

```
12
C4H6O2, DFT ωB97M-V with the def2-TZVPD basis set
C -1.959 0.058 -0.043
C -0.522 0.432 -0.269
O -0.179 1.512 -0.699
C 0.574 -0.611 0.054
C 1.951 -0.017 0.143
O 0.282 -1.777 0.200
H -2.587 0.842 -0.469
H -2.189 -0.911 -0.490
H -2.163 -0.025 1.030
H 2.731 -0.779 0.219
H 2.084 0.654 -0.709
H 1.979 0.622 1.033
```


Entry 7:
C4H6O2 | ωB97M-V with the def2-TZVPD basis set

DFT total energy, a.u.: -306.45863
SMILES: O=C1CC(O)C1
LUMO level, eV: 0.752

```
12
C4H6O2, DFT ωB97M-V with the def2-TZVPD basis set
O -1.764 1.686 0.570
C -0.994 0.854 0.172
C -0.987 -0.674 0.168
C 0.513 -0.606 -0.191
O 1.251 -0.896 0.974
C 0.392 0.916 -0.474
H -1.210 -1.167 1.118
H -1.623 -1.085 -0.624
H 0.832 -1.222 -1.041
H 2.141 -0.541 0.866
H 0.323 1.163 -1.540
H 1.127 1.571 0.003
```


Entry 8:
C4H6O2 | ωB97M-V with the def2-TZVPD basis set

DFT total energy, a.u.: -306.32144
LUMO level (spin up / spin down), eV: -0.177 / -0.203

```
12
C4H6O2, DFT ωB97M-V with the def2-TZVPD basis set
O 2.329 -0.551 1.072
C 2.033 0.070 0.090
O 0.897 -0.077 -0.614
C -0.204 -0.512 0.139
C -1.318 -0.860 -0.638
C -0.797 1.135 0.622
H 2.640 0.852 -0.384
H 0.079 -1.158 0.974
H -1.390 -0.633 -1.692
H -2.051 -1.564 -0.233
H -0.352 1.934 -0.023
H -1.866 1.366 0.686
```


Entry 9:
C4H6O2 | ωB97M-V with the def2-TZVPD basis set

DFT total energy, a.u.: -306.33444
LUMO level, eV: 0.783

```
12
C4H6O2, DFT ωB97M-V with the def2-TZVPD basis set
O 1.928 -0.211 0.984
C 1.181 -0.985 0.213
C 0.128 -0.300 -0.545
C -1.241 -0.453 0.164
O -1.349 0.961 0.339
C -0.132 1.193 -0.386
H 2.293 -1.086 1.250
H 0.151 -0.713 -1.554
H -2.033 -0.858 -0.474
H -1.229 -0.995 1.117
H 0.612 1.723 0.217
H -0.307 1.724 -1.325
```


Entry 10:
C4H6O2 | ωB97M-V with the def2-TZVPD basis set

DFT total energy, a.u.: -306.43327
SMILES: O=C1C=COC1.[H][H]
LUMO level, eV: 0.640

```
12
C4H6O2, DFT ωB97M-V with the def2-TZVPD basis set
O 0.091 -2.268 -0.867
C 0.246 -1.117 -0.513
C 0.935 -0.565 0.657
C 0.881 0.769 0.540
O 0.214 1.249 -0.526
C -0.256 0.118 -1.269
H 1.451 -1.138 1.411
H 1.300 1.537 1.180
H 0.146 0.170 -2.285
H -1.348 0.154 -1.297
H -1.588 0.273 1.532
H -2.072 0.819 1.435
```


Please write out number 6 again, unchanged.
C4H6O2 | ωB97M-V with the def2-TZVPD basis set

DFT total energy, a.u.: -306.48468
SMILES: CC(=O)C(C)=O
LUMO level, eV: -0.105

```
12
C4H6O2, DFT ωB97M-V with the def2-TZVPD basis set
C -1.959 0.058 -0.043
C -0.522 0.432 -0.269
O -0.179 1.512 -0.699
C 0.574 -0.611 0.054
C 1.951 -0.017 0.143
O 0.282 -1.777 0.200
H -2.587 0.842 -0.469
H -2.189 -0.911 -0.490
H -2.163 -0.025 1.030
H 2.731 -0.779 0.219
H 2.084 0.654 -0.709
H 1.979 0.622 1.033
```


Q: The lowest DFT total energy belongs to which entry?
A: number 6